C3H9N | ωB97M-V/def2-TZVPD

```
13
Properties=species:S:1:pos:R:3:nbo_charge:R:1
N -4.31814 0.58949 -1.07533 -1.351
H -4.06778 -0.39290 -1.20150 0.298
H -3.88607 0.85151 -0.19032 0.283
H -3.70198 1.00334 -1.77888 0.298
C 1.52087 0.58459 1.30644 -0.814
C 1.62580 -0.76430 0.55663 -0.341
C 2.16785 -0.86833 -0.64233 -0.520
H 1.66776 1.31721 0.52759 0.205
H 2.28872 0.60510 2.05832 0.195
H 0.53042 0.70908 1.73899 0.198
H 1.42738 -1.72535 1.00964 0.187
H 2.24837 -1.87501 -1.01434 0.180
H 2.49680 -0.03444 -1.29491 0.184
```

Output
HOMO energy (spin up / spin down): 1.4201 / -6.4237 eV
2S+1: 2
total charge: -1
ΔE to the lowest compared entry with this formula, charge and spin: 53.7 kJ/mol

=====

C3H9N | ωB97M-V/def2-TZVPD

```
13
Properties=species:S:1:pos:R:3:nbo_charge:R:1
C 2.46281 2.31652 -1.48714 -0.047
N 2.84687 1.14492 -1.74305 -0.584
H 1.95473 2.89846 -2.25786 0.161
H 2.59305 2.77397 -0.50673 0.143
H 3.33970 0.77069 -0.93177 0.327
C -1.17339 -0.90369 0.38853 -0.607
C -2.12334 -1.58302 1.34814 -0.607
H -0.93353 -1.52372 -0.47969 0.204
H -0.20333 -0.65816 0.82571 0.201
H -1.61338 0.00141 -0.02174 0.203
H -2.15405 -1.06275 2.30524 0.200
H -3.14008 -1.56106 0.96215 0.203
H -1.85605 -2.61356 1.59822 0.203
```

Output
HOMO energy: -10.2758 eV
2S+1: 1
total charge: 0
ΔE to the lowest compared entry with this formula, charge and spin: 103.3 kJ/mol

=====

C3H9N | ωB97M-V/def2-TZVPD

```
13
Properties=species:S:1:pos:R:3:nbo_charge:R:1
C 0.31093 1.00711 -0.89983 -0.415
N -0.32465 -0.16400 -0.31464 -0.432
C 0.66273 -1.20088 -0.06704 -0.415
C -1.05808 0.15420 0.89457 -0.413
H 0.77223 0.71882 -1.86551 0.200
H 1.08963 1.43147 -0.23830 0.159
H -0.43667 1.78206 -1.09080 0.200
H 1.15579 -1.50414 -0.98836 0.199
H 0.17728 -2.09834 0.32989 0.200
H 1.44964 -0.84516 0.63300 0.158
H -1.84473 0.89072 0.65320 0.199
H -1.53184 -0.75888 1.27950 0.200
H -0.42225 0.58702 1.67432 0.160
```

Output
HOMO energy: -8.5272 eV
2S+1: 1
total charge: 0
ΔE to the lowest compared entry with this formula, charge and spin: 56.8 kJ/mol

=====

C3H9N2 | ωB97M-V/def2-TZVPD

```
14
Properties=species:S:1:pos:R:3:nbo_charge:R:1
C -1.00586 -1.85720 -0.34885 -0.622
C -0.66915 -0.37475 -0.39762 -0.236
N 0.52791 -0.11525 0.43724 -0.522
C 0.98105 1.07913 0.72473 0.409
N 0.91146 2.19202 0.04636 -0.702
H -1.38008 -2.17777 0.61564 0.235
H -1.56075 -2.13505 -1.23865 0.254
H -0.06797 -2.41078 -0.48304 0.214
H -0.43804 -0.10581 -1.43553 0.211
H -1.47307 0.26538 -0.05065 0.219
H 1.05287 -0.89782 0.80204 0.441
H 1.48299 1.16572 1.68893 0.227
H 0.25550 2.34120 -0.71047 0.429
H 1.38314 3.03097 0.34988 0.443
```

Output
HOMO energy: -15.4422 eV
2S+1: 1
total charge: +1
ΔE to the lowest compared entry with this formula, charge and spin: 38.3 kJ/mol

=====

C3H9N2O | ωB97M-V/def2-TZVPD

```
15
Properties=species:S:1:pos:R:3:nbo_charge:R:1
N 0.07001 -0.12535 1.82461 -0.931
C -0.41719 1.10973 1.67138 0.277
N -1.37748 1.68208 2.34994 -0.896
H -0.41744 -0.49434 2.64537 0.325
H -0.07230 -1.08852 0.70174 0.486
H 0.08189 1.72050 0.90087 0.088
H -1.36209 2.68559 2.19654 0.301
C -0.23733 -0.83043 -1.28639 -0.051
O -0.21180 -1.70204 -0.20108 -0.820
C 1.14288 -0.50378 -1.83687 -0.637
H -0.78183 0.09004 -1.01330 0.147
H -0.84370 -1.31374 -2.07320 0.131
H 1.05766 -0.13021 -2.86448 0.177
H 1.75016 -1.40516 -1.73724 0.206
H 1.61856 0.30562 -1.27789 0.198
```

Output
HOMO energy: -3.2754 eV
2S+1: 1
total charge: -1
ΔE to the lowest compared entry with this formula, charge and spin: 9.9 kJ/mol

=====

C3H9N2O | ωB97M-V/def2-TZVPD

```
15
Properties=species:S:1:pos:R:3:nbo_charge:R:1
N -0.15547 2.15101 0.77090 -0.771
C -0.19028 0.84579 0.52958 0.680
O -0.62149 0.02687 1.34318 -0.650
C 0.33741 0.43462 -0.84781 -0.537
C 0.81183 -0.99516 -1.08647 -0.201
N -0.11885 -2.00813 -0.44597 -0.697
H 0.22294 2.81248 0.14626 0.405
H -0.66914 2.56652 1.53360 0.427
H 1.11826 1.10264 -1.15822 0.260
H -0.44322 0.69724 -1.58122 0.251
H 1.78073 -1.13484 -0.67222 0.234
H 0.76276 -1.21053 -2.12396 0.231
H 0.14409 -2.97740 -0.52381 0.445
H -1.06347 -1.87250 -0.83628 0.435
H -0.28957 -1.68443 0.55190 0.487
```

Output
HOMO energy: -14.5842 eV
2S+1: 1
total charge: +1
ΔE to the lowest compared entry with this formula, charge and spin: 17.2 kJ/mol

=====

C3H9N2O | ωB97M-V/def2-TZVPD

```
15
Properties=species:S:1:pos:R:3:nbo_charge:R:1
C -3.80810 0.37642 -0.11946 0.018
C 2.22840 0.43104 -0.41220 0.318
C 2.77061 -0.36041 0.63007 -0.721
N -1.70339 -0.52172 0.18523 -0.523
N 0.93244 0.27331 -0.71196 -0.619
O -2.53536 0.32225 -0.28972 -0.147
H -4.42774 -0.29099 0.52780 0.190
H -4.23919 1.19915 -0.64391 0.191
H 2.91895 0.97884 -1.06034 0.244
H 3.73244 -0.79914 0.24972 0.290
H 2.19396 -1.05179 1.14531 0.257
H 3.21459 0.35243 1.30765 0.292
H 0.44795 -0.46504 -0.17072 0.462
H 0.42924 0.72733 -1.48374 0.447
H -2.15481 -1.17170 0.84627 0.299
```

Output
HOMO energy (spin up / spin down): -11.9324 / -11.9983 eV
2S+1: 1
total charge: +1
ΔE to the lowest compared entry with this formula, charge and spin: 577.3 kJ/mol

=====

C3H9N2O | ωB97M-V/def2-TZVPD

```
15
Properties=species:S:1:pos:R:3:nbo_charge:R:1
C 1.21315 -0.68537 -0.26654 0.233
C -0.14300 -0.57700 0.29734 0.460
C -1.33214 -0.83522 -0.63870 -0.664
N -0.51296 1.21878 0.72800 -0.886
N 2.26373 0.00946 0.06933 -0.638
O 0.06887 -1.30071 1.34147 -0.571
H 1.40782 -1.72732 -0.78539 0.269
H -1.76915 0.12377 -0.93931 0.218
H -2.05534 -1.55686 -0.15280 0.274
H -0.85409 -1.24105 -1.47248 0.230
H 0.06783 1.99650 0.98434 0.403
H -1.15661 1.69756 0.13028 0.403
H 3.24855 -0.16301 -0.29734 0.452
H -1.09954 1.12301 1.52723 0.416
H 2.19057 0.74753 0.64049 0.402
```

Output
HOMO energy: -14.0267 eV
2S+1: 1
total charge: +1
ΔE to the lowest compared entry with this formula, charge and spin: 325.3 kJ/mol

=====

C3H9N2O | ωB97M-V/def2-TZVPD

```
15
Properties=species:S:1:pos:R:3:nbo_charge:R:1
C -1.97294 0.49162 -1.30937 -0.453
N -0.75876 0.41387 -0.46928 0.103
O -0.82117 1.14934 0.62396 -0.578
C 0.25171 -0.22078 -0.74677 0.066
C 1.51713 -0.43141 0.09807 -0.277
N 1.40023 0.19571 1.42661 -0.707
H -2.72480 0.83823 -0.61336 0.262
H -2.25728 -0.50694 -1.54026 0.232
H -1.91635 1.28158 -2.15410 0.263
H 0.09518 -0.74116 -1.69948 0.235
H 2.41682 -0.03674 -0.33676 0.256
H 1.71989 -1.50779 0.17457 0.254
H 0.56326 0.83107 1.22770 0.463
H 2.27183 0.61561 1.86494 0.454
H 1.08012 -0.51632 2.01122 0.425
```

Output
HOMO energy: -13.9777 eV
2S+1: 1
total charge: +1
ΔE to the lowest compared entry with this formula, charge and spin: 359.2 kJ/mol

=====

C3H9N2O | ωB97M-V/def2-TZVPD

```
15
Properties=species:S:1:pos:R:3:nbo_charge:R:1
C -1.95347 0.68777 -1.14624 0.460
C 0.98853 0.84409 -1.12579 -0.443
C 1.27746 -1.02233 0.34064 -0.476
N -0.12019 0.74845 0.84291 -0.141
N 0.65730 0.18634 0.09817 0.080
O -3.10054 0.91310 -1.07297 -0.449
H -2.12857 -0.34490 1.71006 -0.106
H 0.45489 0.38914 -1.94013 0.273
H 0.70896 1.88553 -1.08010 0.273
H 2.04055 0.53215 -1.24594 0.238
H 1.18647 -1.68914 -0.50344 0.268
H 2.38206 -0.95401 0.41058 0.280
H 0.84939 -1.40786 1.26333 0.244
H -0.53617 0.13121 1.65323 0.385
H -2.70668 -0.89952 1.79571 0.114
```

Output
HOMO energy: -16.7121 eV
2S+1: 1
total charge: +1
ΔE to the lowest compared entry with this formula, charge and spin: 496.6 kJ/mol

=====

C3H9N2O | ωB97M-V/def2-TZVPD

```
15
Properties=species:S:1:pos:R:3:nbo_charge:R:1
C 0.14364 1.27842 -0.85280 -0.403
N 0.25249 -0.13972 -0.29613 -0.511
C -0.61316 -1.25192 -1.10062 -0.420
C 0.39830 -0.48567 1.35539 0.853
N -0.06562 0.60357 2.02816 -0.846
O 0.99192 -1.38409 1.71112 -0.460
H -0.40982 1.07234 -1.86467 0.255
H -0.63288 1.80651 -0.30275 0.204
H 1.06568 1.71505 -0.71123 0.236
H 1.27316 -0.30133 -0.73630 0.453
H -1.30168 -0.92385 -1.85038 0.245
H 0.19286 -1.94423 -1.46564 0.243
H -1.10884 -1.93375 -0.27941 0.250
H 0.40747 0.68745 2.98781 0.478
H -0.59352 1.20122 1.37743 0.423
```

Output
HOMO energy: -15.7880 eV
2S+1: 1
total charge: +1
ΔE to the lowest compared entry with this formula, charge and spin: 307.3 kJ/mol

=====

C3H9N2O | ωB97M-V/def2-TZVPD

```
15
Properties=species:S:1:pos:R:3:nbo_charge:R:1
C 0.44113 -1.12113 0.04640 -0.340
C -0.66316 0.97685 -0.69054 -0.084
C 1.33192 0.00860 0.47626 0.097
N -0.14106 1.57520 0.42926 -0.358
N -0.91401 -0.65998 -0.12328 -0.520
O 2.05429 0.42470 -0.55935 -0.662
H 0.82206 -1.48437 -0.88765 0.244
H 0.54104 -1.92648 0.77144 0.242
H -1.48813 1.51133 -1.10384 0.239
H 0.08109 0.86910 -1.46478 0.229
H 1.52386 0.03601 1.51191 0.191
H -0.72001 1.90082 1.17757 0.351
H -1.57404 -1.13462 -0.70592 0.442
H -1.36117 -0.53048 0.80962 0.426
H 2.63798 1.10273 -0.45270 0.504
```

Output
HOMO energy (spin up / spin down): -10.5448 / -14.9423 eV
2S+1: 3
total charge: +1
ΔE to the lowest compared entry with this formula, charge and spin: 232.0 kJ/mol

=====

C3H9N2O2 | ωB97M-V/def2-TZVPD

```
16
Properties=species:S:1:pos:R:3:nbo_charge:R:1
C -0.56675 1.63716 0.84848 -0.052
C -1.08572 1.34938 2.06219 -0.052
N -1.21780 -0.01342 2.11244 -0.464
C -0.83760 -0.53253 0.94448 0.243
N -0.42190 0.45230 0.17056 -0.470
H -0.37918 2.56854 0.35398 0.253
H -1.34698 1.98223 2.87995 0.257
H -1.69107 -0.55034 2.82205 0.452
H -0.77967 -1.58339 0.69759 0.246
H -0.06986 0.23263 -0.84207 0.477
H 0.48774 0.66812 -2.84380 0.504
H 1.24473 -0.56079 -2.22840 0.529
O 0.39783 -0.06664 -2.22697 -0.947
H 2.34137 -2.88090 -2.27312 0.497
H 3.38726 -1.83112 -2.10765 0.493
O 2.42988 -1.92149 -2.20109 -0.967
```

Output
HOMO energy: -14.0746 eV
2S+1: 1
total charge: +1
ΔE to the lowest compared entry with this formula, charge and spin: 15.6 kJ/mol

=====

C3H9N2O2P | ωB97M-V/def2-TZVPD

```
17
Properties=species:S:1:pos:R:3:nbo_charge:R:1
N 1.08951 1.33009 2.28297 -1.200
P 0.84647 -0.21695 1.76582 1.384
N 1.36947 -0.00039 0.09941 -0.951
C 0.54193 -0.92737 -0.79430 -0.232
C -0.74658 -0.31333 -1.11297 -0.444
C -1.61267 -0.21613 0.19260 0.413
O -2.55231 -1.15817 0.26042 -0.709
O -0.75766 -0.04672 1.33710 -0.874
H 1.56740 2.00491 1.61645 0.396
H 1.58109 1.57168 3.15188 0.395
H 2.29582 -0.00309 0.01471 0.364
H 0.35300 -1.83918 -0.33181 0.182
H 1.13480 -1.26371 -1.60260 0.207
H -0.62010 0.63516 -1.55651 0.217
H -1.30911 -0.98833 -1.79043 0.221
H -2.00022 0.83195 0.25759 0.139
H -3.18962 -1.10331 0.97551 0.494
```

Output
HOMO energy: -8.2189 eV
2S+1: 1
total charge: 0
ΔE to the lowest compared entry with this formula, charge and spin: 263.2 kJ/mol

=====

C3H9N2O3 | ωB97M-V/def2-TZVPD

```
17
Properties=species:S:1:pos:R:3:nbo_charge:R:1
N -1.95530 1.51232 -2.22697 -0.917
C -1.05016 0.64024 -1.54814 0.859
O 0.07225 1.13444 -1.29803 -0.818
O -1.48825 -0.49842 -1.25773 -0.820
H -1.46510 2.21993 -2.75059 0.362
H -2.73036 1.06986 -2.68957 0.359
C -0.53481 -0.50400 1.67372 -0.409
N 0.54920 -1.06190 0.86375 -0.685
C 1.76747 -0.29994 1.01457 0.102
O 2.81605 -0.90000 0.24554 -0.751
H -0.10589 -0.20841 2.63607 0.161
H -1.29697 -1.26853 1.82468 0.188
H -1.01428 0.36317 1.21325 0.199
H 0.26887 -0.97578 -0.11970 0.412
H 1.65419 0.72344 0.64093 0.165
H 2.09379 -0.34352 2.05838 0.123
H 2.41931 -1.60290 -0.28015 0.469
```

Output
HOMO energy: -4.5107 eV
2S+1: 1
total charge: -1
ΔE to the lowest compared entry with this formula, charge and spin: 55.6 kJ/mol

=====

C3H9N2O3 | ωB97M-V/def2-TZVPD

```
17
Properties=species:S:1:pos:R:3:nbo_charge:R:1
N 2.35152 1.79828 1.39796 -0.863
C 1.09064 1.74239 1.98718 0.890
O 0.38331 0.67795 1.61028 -0.769
O 0.67769 2.56290 2.75843 -0.615
H 2.73656 0.88856 1.23109 0.380
H 2.94953 2.45567 1.86139 0.392
H 0.29656 0.37510 0.65708 0.516
C -1.93520 -1.46695 -1.61165 -0.143
O -2.99188 -2.16119 -1.22199 -0.255
C -0.93327 -1.09656 -0.49657 -0.262
N 0.17831 -0.21889 -0.90303 -0.842
H -1.37098 -2.06147 -2.37189 0.226
H -2.20910 -0.53029 -2.15440 0.184
H -1.52915 -0.60163 0.27161 0.208
H -0.52444 -2.02124 -0.09121 0.204
H -0.11344 0.41484 -1.64433 0.373
H 0.94335 -0.75746 -1.27995 0.375
```

Output
HOMO energy (spin up / spin down): -9.9371 / -9.9358 eV
2S+1: 2
total charge: 0
ΔE to the lowest compared entry with this formula, charge and spin: 16.0 kJ/mol